# C51H53CdN3O2Si

A structure of composition C51H53CdN3O2Si (ωB97M-V/def2-TZVPD, the OMol25 dataset).

Output
Lowest unoccupied orbital energy, eV: 4.14
Net charge: -2
HOMO-LUMO gap, eV: 3.8
Total energy, eV: -74756.2347

Each line ends with the Mulliken charge.
Atoms and positions in Å:
1 Cd 0.85063 -0.37727 0.48680  5.45
2 O 0.41291 0.06208 2.54777  -1.59
3 C -0.77799 0.28859 3.18065  2.94
4 C -1.89976 0.69151 2.18028  -1.25
5 C -2.42046 -0.42877 1.33380  -0.03
6 C -3.76167 -0.78803 1.39064  -1.04
7 C -4.22215 -1.79832 0.56530  -1.18
8 C -3.32075 -2.44844 -0.25674  -0.97
9 C -1.97792 -2.08110 -0.22288  -0.39
10 C -0.96724 -2.88357 -0.98599  -2.47
11 C -0.05908 -2.10412 -1.98538  3.45
12 O 0.93287 -1.43271 -1.32651  -1.81
13 C -0.96802 -1.27454 -2.93639  0.27
14 C -1.88984 -2.02904 -3.67856  -0.28
15 C -2.65728 -1.49686 -4.69699  -1.04
16 C -2.48154 -0.16068 -5.03152  -1.00
17 C -1.57981 0.59610 -4.30867  -0.09
18 C -0.84120 0.09152 -3.22966  -0.39
19 C 0.70010 -3.12031 -2.87977  -0.51
20 C 1.33128 -2.63992 -4.02720  -0.35
21 C 2.13270 -3.46092 -4.80132  -0.85
22 C 2.32488 -4.79367 -4.45104  -0.52
23 C 1.70601 -5.28291 -3.31219  -0.89
24 C 0.90559 -4.45113 -2.53457  -0.38
25 N -1.55767 -1.06650 0.53779  1.04
26 C -1.27382 -0.95679 3.94144  -0.54
27 C -2.21430 -0.87810 4.96446  -0.21
28 C -2.68659 -2.02466 5.59155  -0.88
29 C -2.21814 -3.27249 5.20562  -0.56
30 C -1.27584 -3.36117 4.18872  -0.82
31 C -0.80796 -2.21297 3.56677  -0.01
32 C -0.53391 1.43305 4.18491  -0.30
33 C 0.38326 1.19472 5.20993  -0.28
34 C 0.75006 2.19340 6.09315  -0.85
35 C 0.20970 3.47029 5.97164  -0.44
36 C -0.69861 3.72183 4.95823  -0.91
37 C -1.06697 2.71027 4.07431  -0.15
38 H -1.46165 1.44351 1.51964  -0.39
39 H -2.74280 1.12859 2.72143  0.80
40 H -4.42565 -0.27465 2.07394  0.50
41 H -5.26854 -2.07982 0.56880  0.40
42 H -3.64412 -3.23704 -0.92331  0.49
43 H -1.50066 -3.68449 -1.49631  0.76
44 H -0.28880 -3.34350 -0.26019  0.59
45 H -1.97362 -3.09268 -3.48826  0.27
46 H -3.35605 -2.12523 -5.23861  0.39
47 H -3.03250 0.28565 -5.85244  0.40
48 H -1.42577 1.64040 -4.55776  0.41
49 H 0.13732 0.82664 -1.47702  -2.20
50 H 1.20027 -1.60004 -4.30551  0.29
51 H 2.61746 -3.05582 -5.68204  0.42
52 H 2.95555 -5.43666 -5.05385  0.36
53 H 1.85068 -6.31533 -3.01363  0.37
54 H 0.45476 -4.86509 -1.64144  0.36
55 H -2.58062 0.09306 5.27900  0.39
56 H -3.41487 -1.94157 6.39042  0.40
57 H -2.57805 -4.16837 5.69799  0.37
58 H -0.89485 -4.32966 3.88631  0.46
59 H -0.05325 -2.26911 2.79369  0.19
60 H 0.82871 0.21008 5.28963  0.30
61 H 1.47425 1.98129 6.87111  0.38
62 H 0.50696 4.25936 6.65196  0.37
63 H -1.12163 4.71243 4.83792  0.41
64 H -1.77792 2.94759 3.29389  0.37
65 C -0.72488 3.97909 -0.13075  -0.81
66 N -1.65554 2.96072 -0.56547  1.20
67 C -2.98272 3.22262 -0.06350  -1.25
68 C -1.68344 2.89997 -2.03978  -2.16
69 C -0.39200 2.53821 -2.68726  -0.44
70 C 0.29651 3.48297 -3.41029  0.08
71 C 1.51773 3.25612 -4.05546  -1.46
72 C 2.09349 1.97128 -3.85969  -0.85
73 C 1.49244 0.98221 -3.15403  -0.57
74 C 0.11073 1.11014 -2.54868  3.88
75 H -1.05547 4.99329 -0.42983  0.39
76 H 0.24505 3.79134 -0.59275  -0.01
77 H -0.61161 3.96378 0.95515  0.21
78 H -3.37773 4.19689 -0.41624  0.41
79 H -2.99090 3.23665 1.02940  0.21
80 H -3.66399 2.43936 -0.40150  0.29
81 H -1.99504 3.89418 -2.41904  0.35
82 H -2.48447 2.19068 -2.29750  0.45
83 H -0.14558 4.47881 -3.47371  0.19
84 H 2.02800 4.03789 -4.60284  0.18
85 H 3.08454 1.77668 -4.26451  0.34
86 H 1.99934 0.03876 -2.98045  0.68
87 C 3.22737 -1.49228 3.57464  -0.66
88 Si 3.57537 -1.70569 1.72471  -0.07
89 C 5.39419 -2.24958 1.65177  -1.40
90 C 2.57265 -3.21054 1.18303  -0.62
91 N 3.07637 -0.35355 0.84084  0.36
92 C 3.73958 0.73917 0.35983  0.08
93 C 5.14478 0.82316 0.21381  -0.39
94 C 5.75882 1.94260 -0.32418  -0.55
95 C 5.02070 3.03691 -0.75662  -0.76
96 C 3.63582 2.98095 -0.63059  -0.51
97 C 3.02159 1.87776 -0.07584  0.03
98 H 3.07034 -2.44859 4.08440  0.27
99 H 2.32546 -0.88273 3.68148  -0.16
100 H 4.05262 -0.97295 4.07188  0.44
101 H 5.52310 -3.13267 2.28517  0.34
102 H 6.05245 -1.46661 2.03505  0.38
103 H 5.71952 -2.50475 0.63976  0.28
104 H 2.90764 -4.10592 1.71617  0.45
105 H 2.64357 -3.37941 0.10681  0.06
106 H 1.51111 -3.06546 1.41343  -0.02
107 H 5.75169 -0.02340 0.49992  0.09
108 H 6.84020 1.94905 -0.42627  0.36
109 H 5.50400 3.89512 -1.20708  0.34
110 H 3.02482 3.79623 -1.00073  0.26
111 H 1.93673 1.86735 0.01227  0.10

=====

# C51H54BrF3N3O2S2Sc

A structure of composition C51H54BrF3N3O2S2Sc (ωB97M-V/def2-TZVPD, the OMol25 dataset).

Output
Lowest unoccupied orbital energy, eV: 0.07
Energy above the lowest of the compared OMol25 structures with the same formula, charge and spin, kJ/mol: 0.0
HOMO-LUMO gap, eV: 6.6
Total energy, eV: -182900.0843

Each line ends with the Mulliken charge.
Atoms and positions in Å:
1 Sc -0.62355 -0.11511 -0.23951  -2.13
2 Br -1.17138 -0.35458 -3.34713  -0.06
3 C -2.41754 1.08445 -3.34362  1.21
4 C -2.93820 1.40946 -4.56360  -0.90
5 C -3.88419 2.44870 -4.66422  -0.90
6 C -4.26350 3.11751 -3.53987  -0.85
7 C -3.72123 2.79092 -2.27215  1.06
8 C -4.12143 3.52813 -1.13029  -1.21
9 C -3.58185 3.24139 0.08397  -1.57
10 C -2.62880 2.20284 0.20928  -0.80
11 C -2.19178 1.42109 -0.84177  2.24
12 C -2.76500 1.73998 -2.12448  -0.50
13 H -2.62762 0.86545 -5.44464  0.48
14 H -4.29952 2.70388 -5.63024  0.40
15 H -4.99086 3.91920 -3.59488  0.40
16 H -4.85604 4.31618 -1.24943  0.37
17 H -3.87919 3.80213 0.96252  0.47
18 H -2.23033 2.02694 1.20226  0.44
19 F -3.10929 -6.23276 0.89825  -0.35
20 C -2.21928 -5.22138 1.01049  0.09
21 F -2.17416 -4.89625 2.30764  -0.19
22 F -1.02055 -5.74906 0.69806  -0.22
23 C -2.59966 -4.05773 0.13449  -0.87
24 C -3.78483 -4.09254 -0.56359  -0.46
25 C -4.19067 -2.98836 -1.31272  -1.11
26 C -3.37013 -1.88568 -1.31471  -0.47
27 N -2.20673 -1.84281 -0.66199  1.44
28 C -1.77895 -2.89979 0.07118  1.67
29 S -0.31569 -2.66156 0.90377  -0.54
30 H -4.41133 -4.97175 -0.50786  0.55
31 H -5.12202 -2.98276 -1.85885  0.52
32 H -3.63923 -0.98588 -1.85635  0.14
33 O 1.11244 -0.96905 -1.14336  0.04
34 S 2.28663 -0.73347 -2.08992  0.99
35 C 2.50043 -2.27068 -3.05920  -0.82
36 C 1.21615 -2.94496 -3.42417  -0.14
37 C 0.54831 -3.73746 -2.49698  0.20
38 C -0.62357 -4.38319 -2.86034  -0.55
39 C -1.13925 -4.23385 -4.14128  -0.57
40 C -0.47606 -3.44377 -5.06813  -0.58
41 C 0.69872 -2.80169 -4.70803  -0.33
42 C 3.73799 -0.85820 -0.99471  0.12
43 C 3.90265 -2.16806 -0.29725  0.18
44 C 3.05157 -2.49561 0.75293  1.09
45 C 3.13889 -3.73770 1.36379  -1.36
46 C 4.09495 -4.65197 0.94413  -0.62
47 C 4.96698 -4.32113 -0.08548  -0.65
48 C 4.86776 -3.08528 -0.70646  -0.26
49 H 3.15022 -2.92966 -2.48389  0.25
50 H 3.02225 -1.92991 -3.95493  0.62
51 H 0.93243 -3.83820 -1.48682  0.34
52 H -1.13345 -5.00046 -2.13709  0.56
53 H -2.05721 -4.73720 -4.41636  0.42
54 H -0.87343 -3.32047 -6.06706  0.38
55 H 1.21941 -2.18338 -5.43107  0.32
56 H 3.53605 -0.04901 -0.29188  -1.16
57 H 4.59750 -0.57968 -1.60853  0.87
58 H 2.30681 -1.78420 1.08055  -0.16
59 H 2.45056 -3.98545 2.16051  0.45
60 H 4.16316 -5.62141 1.41977  0.41
61 H 5.72180 -5.02612 -0.40804  0.40
62 H 5.54789 -2.82639 -1.51104  0.41
63 C -4.38460 -1.49962 2.60105  -1.65
64 C -3.14478 -0.83847 3.14311  0.53
65 C -2.93300 -0.72048 4.51731  -1.15
66 C -1.75750 -0.15510 4.98112  0.37
67 C -1.50966 -0.01306 6.46127  -1.68
68 C -0.79054 0.30724 4.08628  -0.65
69 C -0.97351 0.23734 2.69791  0.64
70 C -2.17967 -0.36123 2.28647  0.64
71 N -0.11174 0.66642 1.69005  0.93
72 C 0.99903 1.55552 2.05024  1.51
73 C 0.54927 2.80588 2.84064  -1.33
74 C 1.73820 3.72955 3.12817  0.20
75 C 2.80727 2.95655 3.90809  -1.45
76 C 3.30675 1.77085 3.07567  0.11
77 C 3.88444 2.28555 1.75459  -1.27
78 C 2.78807 3.02886 0.98616  0.71
79 C 2.33031 4.23397 1.81013  -1.51
80 C 1.58564 2.10892 0.75238  -0.96
81 C 2.14261 0.81974 2.77677  -0.78
82 H -5.28741 -1.01712 2.98011  0.46
83 H -4.42174 -2.54977 2.89914  0.29
84 H -4.40877 -1.45992 1.51088  0.12
85 H -3.67596 -1.08679 5.21729  0.34
86 H -2.20462 -0.62279 7.03799  0.42
87 H -1.63408 1.02529 6.77786  0.28
88 H -0.49410 -0.31516 6.72275  0.35
89 H 0.11495 0.70731 4.51458  0.45
90 H -2.39659 -0.44550 1.22708  -0.35
91 H 0.06407 2.54219 3.77641  0.91
92 H -0.20012 3.32744 2.23492  0.23
93 H 1.39487 4.57973 3.72403  0.30
94 H 2.39281 2.59940 4.85601  0.55
95 H 3.64568 3.61833 4.14878  0.60
96 H 4.08146 1.23507 3.63117  0.40
97 H 4.26227 1.44254 1.16658  0.24
98 H 4.73212 2.95356 1.93749  0.64
99 H 3.17715 3.36768 0.01903  0.26
100 H 1.57319 4.79947 1.25684  0.48
101 H 3.17320 4.90670 1.99926  0.55
102 H 1.86869 1.27874 0.09809  -1.11
103 H 0.79448 2.66402 0.24633  0.15
104 H 1.79374 0.34780 3.69473  0.87
105 H 2.48061 0.00584 2.12433  -0.43
106 C 0.82379 5.02764 -3.15616  -1.04
107 N 1.17460 3.65349 -2.85130  0.38
108 C 2.53198 3.21203 -3.10596  -0.68
109 C 0.29481 2.83547 -2.25867  -0.19
110 O 0.53373 1.68428 -1.93073  0.39
111 H 1.21201 5.71594 -2.40159  0.32
112 H -0.25863 5.12950 -3.20500  0.34
113 H 1.23792 5.30425 -4.12576  0.36
114 H 3.22915 4.01185 -2.85531  0.39
115 H 2.66592 2.94132 -4.15560  0.27
116 H 2.74087 2.33929 -2.48891  0.05
117 H -0.69268 3.28980 -2.08376  -0.01